C11H21BNNdO3 as an isolated structure, computed with ωB97M-V/def2-TZVPD.

```
38
Properties=species:S:1:pos:R:3:forces:R:3
C -3.244213 0.081031 0.645715 0.69 0.29 -0.59
C -2.456572 0.680125 -0.255767 -0.75 -0.45 0.27
C -1.074997 0.235833 -0.691236 1.70 0.83 0.03
B -1.145701 0.034264 -2.276402 -2.24 -0.22 2.08
O -2.193536 -0.739006 -2.781747 2.49 0.66 -1.26
O -0.153894 0.568729 -3.212634 0.07 0.06 1.92
C -0.003686 1.325562 -0.312496 -0.75 -1.07 0.00
C 0.633090 1.172034 1.083153 -0.60 3.02 1.49
C -0.305798 1.608236 2.248725 0.61 -0.60 0.12
C 1.810488 2.187693 1.128290 -0.82 0.19 -0.21
N 1.191919 -0.185651 1.353223 1.79 1.80 -4.73
O 2.330781 -0.202509 1.652867 0.58 -0.81 2.26
C 0.851181 -1.216671 0.366982 -1.58 -4.10 -0.02
C 1.881139 -1.300856 -0.798974 -0.42 1.93 0.31
C 0.979410 -2.597677 1.119297 0.60 1.06 0.01
C -0.609023 -1.161198 -0.122213 0.24 0.78 -0.10
H -4.316598 0.188641 0.551366 0.00 0.60 0.79
H -2.814208 -0.492465 1.457312 -0.39 -0.78 -0.31
H -2.870307 1.558005 -0.748701 -0.05 -0.36 -0.65
H -2.034309 -1.675105 -2.601688 -0.93 -0.25 0.39
H 0.707907 0.170479 -2.934394 -0.15 1.64 1.75
H 0.787202 1.443612 -1.058282 0.09 -0.16 0.08
H -0.520814 2.286650 -0.298538 0.17 0.03 0.17
H -0.725845 2.592072 2.054569 -0.23 -0.18 -0.24
H 0.349166 1.738296 3.111281 -0.22 -0.15 0.20
H -1.059596 0.860681 2.486272 -0.20 0.22 -0.05
H 2.211494 2.313150 2.127136 0.35 -0.19 -0.06
H 2.563856 1.988175 0.365956 0.22 -0.20 0.23
H 1.358415 3.148998 0.865315 0.04 -0.07 0.06
H 2.090769 -0.273052 -1.134461 0.22 -0.12 -0.12
H 2.828060 -1.729692 -0.488297 -0.04 -0.25 -0.14
H 1.407696 -1.833927 -1.633283 0.21 -0.36 0.34
H 0.575978 -3.402900 0.512075 -0.13 0.01 0.11
H 2.046269 -2.753330 1.269037 -0.07 -0.32 0.22
H 0.502808 -2.508326 2.093541 -0.21 -0.40 -0.04
H -1.239421 -1.550892 0.674697 -0.24 0.26 -0.11
H -0.656637 -1.905243 -0.926081 -0.02 -0.27 0.36
Nd 0.317525 -0.653766 -4.891615 -0.05 -2.09 -4.54
```
Positions in Å, forces in eV/Å.

Calculated values
Total charge   +3
Spin multiplicity   5
Expectation value of S²   6.003
Kohn-Sham gap (alpha / beta)   0.2155 / 0.2159 Eh

These are the Löwdin partial charges, in e, on atoms 1 to 8:
1 C 0.0925
2 C -0.1127
3 C -0.2733
4 B -0.5057
5 O 0.1876
6 O -0.1138
7 C -0.0547
8 C -0.4042

***

C11H21N4PdS2Si as an isolated structure, computed with ωB97M-V/def2-TZVPD.

```
40
Properties=species:S:1:pos:R:3:forces:R:3
Pd -0.091951 0.613850 -0.411969 -0.37 0.28 -0.23
N -2.867323 0.092392 -0.001778 -0.24 -0.06 -0.19
C -3.482284 -1.135267 0.491877 0.23 0.07 0.00
C -2.951822 -2.337105 -0.286493 0.04 -0.09 -0.04
C -1.439522 -2.584179 -0.087450 -0.11 0.04 0.06
C -0.617405 -2.581059 -1.367207 -0.08 0.07 -0.04
N -0.506921 -1.220965 -1.911045 0.20 -0.08 0.51
H -2.959623 0.877353 0.627891 0.12 -0.01 0.11
H -3.265659 0.386839 -0.885140 -0.07 -0.04 -0.03
H -4.577503 -1.118930 0.455805 -0.08 -0.05 -0.02
H -3.201080 -1.255156 1.541448 0.01 0.05 0.01
H -3.188504 -2.189818 -1.349839 0.07 -0.01 0.04
H -3.510953 -3.226381 0.018965 -0.04 0.03 -0.04
H -1.283678 -3.539704 0.421976 -0.03 0.02 -0.03
H -1.034432 -1.798960 0.559143 0.02 0.02 -0.02
H -1.061146 -3.284658 -2.083110 0.02 -0.01 -0.08
H 0.396563 -2.925535 -1.161501 -0.03 0.00 0.05
H -1.380718 -0.908566 -2.313521 -0.04 0.09 0.02
H 0.203614 -1.144859 -2.626545 0.04 -0.02 -0.04
S 0.839948 1.930069 -2.324392 0.12 0.04 -0.58
C 1.063423 3.400545 -1.472862 0.41 0.43 -0.24
C 1.926198 4.390454 -2.113893 -0.43 -0.47 0.29
N 2.617570 5.146594 -2.639335 0.01 0.02 -0.03
C 0.553514 3.693739 -0.239180 0.22 0.79 0.31
S -0.478753 2.666610 0.709199 0.18 -0.68 0.13
C 0.897273 4.972128 0.365607 -0.22 -0.61 -0.27
N 1.151348 5.984749 0.853632 -0.01 0.00 0.05
C 2.728089 -1.214685 0.040354 0.29 -0.43 -0.35
Si 1.611757 -0.006523 0.897595 -0.88 0.49 -0.12
C 1.022563 -0.853906 2.448365 -0.04 -0.30 0.49
C 2.642558 1.436155 1.394246 0.55 0.37 0.16
H 3.559649 -1.412541 0.728248 0.03 -0.09 -0.12
H 3.130649 -0.803309 -0.888859 0.01 0.00 0.07
H 2.240128 -2.167954 -0.190043 0.07 0.08 0.06
H 1.866341 -0.936456 3.147023 -0.11 -0.07 0.03
H 0.648088 -1.862599 2.244881 0.02 0.06 0.04
H 0.224768 -0.285929 2.932436 0.07 0.00 -0.01
H 3.442480 1.108389 2.072099 0.00 0.10 -0.06
H 2.034219 2.194156 1.888482 0.07 -0.05 0.05
H 3.098537 1.901023 0.514893 -0.01 0.01 0.06
```
Positions in Å, forces in eV/Å.

Calculated values
Energy above the lowest of the compared OMol25 structures with the same formula, charge and spin   0.479 eV
Total charge   -1
Spin multiplicity   1
Kohn-Sham gap (alpha / beta)   0.2143 / 0.2143 Eh

These are the Löwdin partial charges, in e, on atoms 1 to 8:
1 Pd 0.1954
2 N -0.0190
3 C -0.2936
4 C -0.2059
5 C -0.2118
6 C -0.2748
7 N -0.0289
8 H 0.0423

***

no.,F_max (eV/Å)
1,5.37
2,1.01